#a
The following is a quantum chemistry calculation of a 9-piece molecular cluster, H18O9 overall, from the Open Molecules 2025 dataset.

XYZ file:
```
27
Properties=species:S:1:pos:R:3
O 0.119 -0.314 0.135
H 0.538 -0.731 -0.632
H 0.023 0.579 -0.061
O 0.245 4.203 3.135
H -0.058 4.856 2.510
H 0.900 3.572 2.648
O -3.323 3.248 -1.572
H -3.722 3.630 -2.390
H -2.555 2.839 -1.822
O 3.173 -1.463 0.562
H 4.063 -1.336 0.248
H 2.655 -0.638 0.349
O 1.952 -3.059 -1.916
H 1.557 -3.771 -2.433
H 1.898 -3.409 -1.044
O 1.578 3.012 0.158
H 1.602 2.974 1.072
H 2.197 2.286 -0.055
O -2.509 -0.760 1.316
H -2.187 0.180 1.313
H -2.045 -1.102 2.042
O -0.124 -3.015 1.527
H 0.217 -3.799 0.939
H 0.504 -3.095 2.235
O -2.603 -1.526 -2.597
H -1.981 -2.069 -2.214
H -2.115 -1.292 -3.453
```

Calculated values
Multiplicity ... 1
SMILES ... O.O.O.O.O.O.O.O.O

#b
The following is a quantum chemistry calculation of a 9-piece molecular cluster, H18O9 overall, from the Open Molecules 2025 dataset.

XYZ file:
```
27
Properties=species:S:1:pos:R:3
O 0.931 -0.450 -0.157
H 0.433 -0.800 -0.867
H 0.427 0.360 0.059
O -4.057 1.150 -0.071
H -3.619 0.515 -0.770
H -4.153 1.933 -0.668
O -0.255 4.455 0.470
H -0.034 3.750 -0.230
H 0.493 5.005 0.753
O -0.654 -1.009 2.913
H -0.285 -1.379 2.125
H -1.283 -0.282 2.662
O 3.786 2.499 0.512
H 4.197 1.654 0.786
H 3.966 3.135 1.193
O 3.476 -1.954 2.155
H 2.805 -2.436 2.625
H 3.440 -1.985 1.240
O 0.407 -3.825 -4.312
H 0.758 -4.621 -3.970
H 0.199 -3.403 -3.449
O -1.950 -3.514 -2.141
H -1.498 -4.339 -2.094
H -2.818 -3.674 -2.677
O -1.763 2.757 0.854
H -1.235 3.411 1.293
H -1.167 2.279 0.212
```

Calculated values
Multiplicity ... 1
SMILES ... O.O.O.O.O.O.O.O.O

#c
The following is a quantum chemistry calculation of a 9-piece molecular cluster, H18O9 overall, from the Open Molecules 2025 dataset.

XYZ file:
```
27
Properties=species:S:1:pos:R:3
O -0.587 -0.313 -1.359
H 0.230 0.269 -1.551
H -1.260 0.224 -1.016
O -3.894 -1.356 -0.310
H -3.368 -1.732 -0.953
H -3.331 -1.035 0.406
O -1.467 5.252 -0.099
H -1.614 4.269 0.103
H -2.290 5.448 -0.494
O 1.894 -2.070 -0.888
H 1.471 -2.072 -0.008
H 2.380 -2.893 -0.892
O -5.239 -0.104 -0.340
H -5.516 -0.972 -0.142
H -5.198 0.257 0.585
O 1.258 1.004 3.190
H 1.143 1.927 3.050
H 0.783 0.649 2.401
O 4.481 1.104 -2.464
H 3.646 1.478 -2.798
H 4.668 0.353 -3.108
O 0.926 -4.646 1.108
H 0.435 -3.918 0.705
H 1.421 -4.952 0.379
O 3.413 1.407 1.504
H 2.658 1.875 1.837
H 2.954 0.547 1.151
```

Calculated values
Multiplicity ... 1
SMILES ... O.O.O.O.O.O.O.O.O

#d
The following is a quantum chemistry calculation of a 9-piece molecular cluster, H18O9 overall, from the Open Molecules 2025 dataset.

XYZ file:
```
27
Properties=species:S:1:pos:R:3
O -1.352 -2.023 -2.386
H -0.760 -2.723 -2.140
H -1.509 -1.647 -1.525
O 2.086 1.302 -2.014
H 1.712 2.059 -2.497
H 1.654 1.322 -1.163
O 0.423 -0.157 2.191
H 0.035 0.228 1.390
H -0.042 -0.980 2.422
O -0.343 2.998 1.245
H 0.430 2.515 1.259
H -0.187 3.942 1.341
O -0.492 0.805 -0.429
H -0.769 1.601 -0.010
H -1.307 0.223 -0.480
O 1.613 -1.396 -1.132
H 1.074 -0.996 -0.465
H 2.379 -1.485 -0.558
O -0.461 -2.561 0.564
H -1.004 -3.370 0.449
H -1.081 -1.846 0.499
O -2.727 -1.015 0.080
H -3.420 -1.678 0.051
H -3.023 -0.478 0.850
O 1.975 1.826 0.762
H 2.451 1.039 0.912
H 2.645 2.495 0.782
```

Calculated values
Multiplicity ... 1
SMILES ... O.O.O.O.O.O.O.O.O

#d is the most stable structure; the next one sits 0.0511 hartree above it.

#a
The following is a quantum chemistry calculation of a 2-piece molecular cluster, C3H4Br2 overall, from the Open Molecules 2025 dataset.

XYZ file:
```
9
Properties=species:S:1:pos:R:3
C 0.162 2.791 -0.338
C 1.079 2.016 -0.256
Br 2.375 0.774 0.192
H -0.715 3.192 -0.745
C -0.760 -1.672 0.276
Br 0.831 -2.775 -0.070
H -1.352 -1.690 -0.629
H -0.423 -0.615 0.468
H -1.198 -2.021 1.103
```

Calculated values
Multiplicity ... 1
SMILES ... C#CBr.CBr

#b
The following is a quantum chemistry calculation of C3H4Br2 as an isolated structure, from the Open Molecules 2025 dataset.

XYZ file:
```
9
Properties=species:S:1:pos:R:3
C -0.556 -0.009 0.707
C -0.529 -0.036 -0.758
C 0.701 0.334 -0.047
Br 1.644 1.981 0.006
Br 2.426 -1.544 -0.081
H -0.989 0.847 1.301
H -0.869 -1.017 1.190
H -0.599 -1.060 -1.024
H -1.229 0.505 -1.294
```

Calculated values
Multiplicity ... 1

#a is the most stable structure; the next one sits 0.0077 hartree above it.

#a
The following is a quantum chemistry calculation of a 2-piece molecular cluster, C7H11N2 overall, from the Open Molecules 2025 dataset.

XYZ file:
```
20
Properties=species:S:1:pos:R:3
C 0.821 -1.238 -0.980
C 2.894 -0.368 0.064
C 3.960 -0.107 0.771
C -0.327 -0.314 -1.043
C -0.473 2.560 -0.649
C 0.454 1.887 0.265
C -0.088 1.043 -0.568
N 1.917 -0.818 -0.405
N -2.284 -1.651 0.851
H 1.057 -2.204 -1.552
H 4.759 -0.933 0.942
H 4.188 0.914 0.993
H -0.716 -0.320 -1.983
H -1.154 -0.829 -0.416
H -1.549 2.599 -0.413
H -0.035 3.079 -1.436
H 1.006 1.925 1.170
H -1.764 -1.860 1.593
H -2.585 -2.572 0.450
H -3.200 -1.198 1.179
```

Calculated values
Multiplicity ... 1
Total charge ... +1

#b
The following is a quantum chemistry calculation of an isolated ion of composition C7H11N2 and charge +1, from the Open Molecules 2025 dataset.

XYZ file:
```
20
Properties=species:S:1:pos:R:3
C 2.130 -0.069 -0.782
C 2.124 1.090 0.079
C 0.941 -0.563 -1.177
C 0.925 1.472 0.530
C -0.337 1.403 -0.236
C -0.044 -0.567 1.023
C -0.296 -0.141 -0.444
N -1.355 -0.547 1.710
N -1.577 -0.686 -0.876
H 3.068 -0.413 -1.187
H 3.054 1.569 0.341
H 0.872 -1.323 -1.939
H -1.230 1.682 0.319
H -0.279 2.010 -1.141
H 0.461 -1.511 1.159
H -1.409 -1.255 2.442
H -1.576 0.370 2.112
H -1.980 -0.145 -1.633
H -2.017 -0.731 0.893
H -1.476 -1.646 -1.194
```

Calculated values
Multiplicity ... 1
Total charge ... +1

#c
The following is a quantum chemistry calculation of C7H11N2 as an isolated structure, from the Open Molecules 2025 dataset.

XYZ file:
```
20
Properties=species:S:1:pos:R:3
C 2.225 -0.424 -0.695
C 1.739 0.512 0.052
C -1.106 -1.203 1.901
C -0.013 -0.514 1.661
C -0.674 0.919 -0.606
C 0.930 -1.198 -0.806
C 0.409 -0.134 0.198
N -0.266 1.415 -1.738
N -1.756 1.311 0.018
H 3.217 -0.739 -1.196
H 2.165 1.432 0.434
H -1.500 -1.592 2.895
H -1.839 -1.477 0.999
H 0.744 -0.178 2.331
H 0.590 -1.286 -1.897
H 1.106 -2.119 -0.319
H 0.721 1.497 -2.004
H -0.856 2.176 -2.014
H -2.123 0.954 0.924
H -2.295 2.120 -0.415
```

Calculated values
Multiplicity ... 1
Total charge ... +1

#c is the most stable structure; the next one sits 0.1010 hartree above it.

#a
The following is a quantum chemistry calculation of one molecule with the formula C2H4N2O2S, from the Open Molecules 2025 dataset.

XYZ file:
```
11
Properties=species:S:1:pos:R:3
O -2.660 0.005 0.067
N -1.716 -0.945 -0.135
C -0.524 -0.537 -0.181
N -0.180 0.953 0.101
O 1.194 0.969 -0.348
C 1.944 -0.021 0.201
S 0.931 -1.452 -0.104
H -3.567 -0.518 0.118
H -0.752 1.435 -0.603
H 2.955 0.014 -0.356
H 2.375 0.097 1.241
```

Calculated values
Multiplicity ... 1
SMILES ... O/N=C1\NOCS1

#b
The following is a quantum chemistry calculation of one molecule with the formula C2H4N2O2S, from the Open Molecules 2025 dataset.

XYZ file:
```
11
Properties=species:S:1:pos:R:3
C -0.040 0.830 -0.329
C -0.955 -0.426 -0.260
N -0.088 -1.567 0.041
N 1.459 0.228 -0.681
O -0.355 1.884 -0.915
O 0.652 1.028 0.977
S 1.598 -1.133 -0.129
H -1.650 -0.070 0.510
H -1.463 -0.641 -1.211
H -0.108 -2.013 0.922
H 0.950 1.879 1.074
```

Calculated values
Multiplicity ... 1

#c
The following is a quantum chemistry calculation of one molecule with the formula C2H4N2O2S, from the Open Molecules 2025 dataset.

XYZ file:
```
11
Properties=species:S:1:pos:R:3
H 2.781 -0.414 -0.494
N 2.044 -1.060 -0.296
C 0.971 -0.439 -0.014
N 0.730 0.918 -0.132
O -0.128 1.487 0.804
S -0.374 -1.502 0.497
C -1.878 -0.797 -0.063
O -2.082 0.281 -0.565
H 1.610 1.475 -0.155
H -0.980 1.565 0.301
H -2.696 -1.514 0.117
```

Calculated values
Multiplicity ... 1
SMILES ... [H]/N=C(\NO)SC=O

#c is the most stable structure; the next one sits 0.0589 hartree above it.